1.
# C19H28N2O7Si2

A structure of composition C19H28N2O7Si2 (the ωB97M-V functional and the def2-TZVPD basis, OMol25).

Last column: Mulliken charge in e.
Atoms and positions in Å:
C 6.793 0.126 -2.607  -1.0303
C 6.390 1.275 -3.512  0.0366
O 6.126 2.501 -2.815  -0.3847
C 5.360 2.422 -1.688  0.1770
O 5.875 2.506 -0.601  -0.5518
C 3.850 2.349 -1.843  0.0132
C 3.238 2.667 -3.214  -0.8957
C 2.734 1.461 -4.035  -0.4476
Si 1.190 0.603 -3.368  0.2890
C 0.612 1.291 -1.732  -0.7865
O 1.342 -1.059 -3.293  -0.1911
Si 2.541 -1.850 -2.483  0.4045
H 6.012 -0.158 -1.898  0.2650
H 6.990 -0.746 -3.241  0.3955
H 7.715 0.359 -2.069  0.2962
H 7.224 1.509 -4.180  0.3333
H 5.543 1.003 -4.148  0.0212
H 3.497 3.087 -1.114  0.3381
H 3.521 1.379 -1.456  0.0893
H 3.947 3.243 -3.814  0.4820
H 2.375 3.321 -3.045  0.5101
H 2.447 1.842 -5.023  0.3905
H 3.551 0.759 -4.221  0.0423
H 0.107 0.848 -4.347  -0.2326
H -0.425 0.976 -1.616  0.1394
H 1.217 0.971 -0.883  0.3985
H 0.589 2.384 -1.805  0.2912
H 3.575 -0.887 -2.048  -0.0822
H 1.998 -2.578 -1.320  -0.1477
H 3.179 -2.834 -3.384  -0.1489
C -5.346 0.885 2.324  -0.5379
C -4.768 0.180 1.276  -0.3925
C -3.921 0.830 0.393  -0.3545
C -3.668 2.176 0.585  0.1638
C -4.235 2.896 1.620  -0.4879
C -5.084 2.238 2.495  -0.4355
N -2.756 2.868 -0.341  1.0545
O -2.279 2.222 -1.253  -0.6323
O -2.525 4.041 -0.138  -0.6154
H -6.011 0.375 3.010  0.4657
H -4.975 -0.875 1.157  0.4689
H -3.464 0.299 -0.428  0.4744
H -4.018 3.947 1.737  0.4588
H -5.540 2.784 3.309  0.3794
C -2.846 -3.766 6.381  -0.4243
C -2.759 -4.931 5.630  -0.4082
C -3.317 -4.987 4.363  -0.4095
C -3.955 -3.863 3.874  0.0992
C -4.056 -2.692 4.603  -0.2255
C -3.495 -2.650 5.868  -0.4582
N -4.538 -3.912 2.523  0.9968
O -4.441 -4.946 1.901  -0.5955
O -5.079 -2.905 2.107  -0.6420
H -2.406 -3.727 7.368  0.3759
H -2.253 -5.799 6.030  0.3723
H -3.257 -5.884 3.767  0.4543
H -4.559 -1.832 4.188  0.4658
H -3.562 -1.743 6.454  0.3753

Calculated values
E_HOMO = -10.016 eV
LUMO = -0.75 eV
maximum force = 0.0151 hartree/bohr
total charge = 0
gap between HOMO and LUMO = 9.27 eV

=====

2.
# C19H28N3O

The ion C19H28N3O with charge +1 at a distorted geometry (the ωB97M-V functional and the def2-TZVPD basis, OMol25).

Last column: Mulliken charge in e.
Atoms and positions in Å:
C 6.042 -2.941 1.537  0.1443
C 5.347 -2.045 1.074  -0.5986
C 4.362 -0.920 0.582  -0.6026
C 3.115 -1.545 -0.225  -0.5270
C 3.188 -1.307 -1.799  -1.0826
C 2.298 -0.108 -2.331  0.0801
C 0.737 -0.174 -2.197  -0.2323
N 0.247 1.250 -2.318  0.0134
C -0.602 1.705 -1.129  -1.2975
O -1.842 1.002 -1.064  -0.3954
C -2.211 0.840 0.318  0.3267
C -2.141 2.060 1.230  -0.3716
C -2.467 1.971 2.693  0.5562
C -2.324 3.275 3.572  -1.1881
C -2.875 0.623 3.225  -0.7701
C -2.970 -0.586 2.311  -0.5246
C -2.632 -0.502 0.825  0.3941
C -2.720 -1.834 -0.017  0.9398
C -3.728 -2.921 0.625  -1.4281
C -3.175 -1.640 -1.531  -0.9806
C 1.474 1.989 -1.990  0.3508
N 1.626 3.348 -1.949  -0.4143
N 2.587 1.176 -1.640  -0.1518
H 6.569 -3.829 1.986  0.3798
H 4.894 -0.100 0.016  0.2817
H 3.940 -0.451 1.533  0.2902
H 2.148 -1.223 0.262  0.2628
H 3.199 -2.673 -0.069  0.4217
H 2.962 -2.255 -2.367  0.4125
H 4.274 -1.034 -2.036  0.4713
H 2.544 0.047 -3.428  0.3238
H 0.394 -0.543 -1.174  0.0808
H 0.281 -0.876 -2.969  0.3064
H -0.812 2.804 -1.315  0.3779
H 0.055 1.534 -0.207  0.6979
H -1.829 3.058 0.785  0.2341
H -1.225 3.322 3.889  0.2681
H -2.541 4.186 2.945  0.3174
H -2.920 3.235 4.537  0.3427
H -3.096 0.546 4.335  0.3024
H -3.281 -1.543 2.818  0.2239
H -1.668 -2.285 -0.020  0.1271
H -3.257 -3.456 1.516  0.3075
H -4.095 -3.639 -0.170  0.3573
H -4.662 -2.369 0.988  0.3720
H -2.273 -1.302 -2.150  0.0380
H -3.978 -0.851 -1.677  0.2820
H -3.485 -2.642 -1.978  0.4061
H 2.166 3.842 -2.667  0.2509
H 1.237 3.849 -1.138  0.2340
H 3.507 1.588 -1.836  0.3893

Calculated values
E_HOMO = -11.053 eV
LUMO = -4.63 eV
maximum force = 0.0932 hartree/bohr
total charge = +1
gap between HOMO and LUMO = 6.42 eV
ΔE to the lowest compared entry with this formula, charge and spin = 145.76 kcal/mol
SMILES = C#CCCC[C@H]1CN(COc2cc(C)ccc2C(C)C)C(N)=[NH+]1

=====

3.
# C19H28N4O4S

A structure of composition C19H28N4O4S at a distorted geometry (the ωB97M-V functional and the def2-TZVPD basis, OMol25).

Last column: Mulliken charge in e.
Atoms and positions in Å:
C -6.663 -0.954 -0.332  -1.5005
C -5.936 -0.471 0.878  -0.3321
H -6.073 -1.093 1.661  0.5568
H -6.461 0.473 1.136  0.2852
O -4.647 -0.500 0.609  -0.4049
C -4.288 0.727 0.243  0.6467
O -5.062 1.564 -0.023  -0.5731
C -2.802 0.940 -0.046  0.2211
C -1.797 0.103 0.304  0.4020
C -0.447 0.619 0.071  0.3196
C -0.675 2.151 -0.464  0.0863
N 0.293 2.811 -0.975  -0.6531
C 1.617 2.005 -0.828  0.3846
N 1.882 1.079 -0.174  -0.0869
C 0.850 0.198 0.074  0.1620
N 1.117 -0.990 0.898  0.0857
H 0.494 -1.803 0.964  0.2812
C 2.465 -1.592 0.747  -0.7463
H 3.299 -0.653 0.282  0.0991
H 2.771 -1.861 1.768  0.4219
C 2.425 -2.690 -0.450  -0.4655
N 1.242 -3.482 0.076  0.6608
C 1.571 -4.416 1.047  -1.0419
C 2.451 -5.662 0.887  -1.0369
H 3.448 -5.202 0.034  0.1584
H 2.823 -6.197 1.638  0.4766
H 2.064 -6.616 0.040  0.1402
H 0.633 -4.758 1.250  0.5280
H 1.892 -4.004 1.953  0.5406
C 0.662 -4.080 -1.169  -1.6396
C 1.431 -4.647 -2.390  -1.1037
H 2.185 -4.148 -2.846  0.3502
H 1.892 -5.642 -1.959  0.1570
H 0.729 -5.123 -3.186  0.3394
H 0.116 -3.228 -1.686  0.3943
H -0.123 -4.500 -0.842  1.1038
H 2.338 -2.238 -1.517  0.3527
H 3.444 -3.173 -0.099  0.2210
C 2.758 3.060 -1.123  -1.3603
C 3.632 3.189 0.116  0.8528
O 3.778 3.755 1.100  -0.5540
O 4.531 2.173 0.146  -0.2950
C 5.488 1.940 1.016  -0.6575
H 5.012 1.546 1.923  0.2781
H 5.983 2.997 1.092  0.3180
H 6.461 1.156 0.683  0.1569
H 3.346 2.436 -1.950  0.2227
H 2.559 3.870 -1.347  0.8839
S -2.238 2.532 -0.726  -0.3308
C -2.034 -1.213 1.052  -1.6569
H -1.461 -1.993 0.294  -0.0005
H -2.929 -1.455 1.107  0.8461
H -1.206 -1.263 1.866  0.2848
H -7.713 -1.191 -0.172  0.3833
H -6.452 -0.282 -1.083  0.3868
H -6.215 -1.795 -0.515  0.4513

Calculated values
E_HOMO = -8.015 eV
LUMO = -0.07 eV
maximum force = 0.3286 hartree/bohr
total charge = 0
gap between HOMO and LUMO = 7.95 eV
ΔE to the lowest compared entry with this formula, charge and spin = 369.77 kcal/mol